Record 1
This record from the OMol25 dataset describes a cluster of 13 separate species, C30H78O13 in total at a distorted geometry. The level of theory is wB97M-V/def2-TZVPD.

Output
- Charge: 0
- Kohn-Sham gap: 10.1 eV
- Lowest unoccupied orbital energy: 0.58 eV
- E_tot: -58989.0806 eV

Geometry as XYZ:
```
121
C30H78O13, DFT wB97M-V/def2-TZVPD
C 12.285 12.608 6.149
C 13.170 11.434 6.671
O 12.625 10.950 7.911
H 12.544 13.046 5.197
H 12.338 13.357 6.955
H 11.264 12.216 6.164
H 14.181 11.727 6.945
H 13.224 10.623 5.863
H 11.968 10.271 7.839
C 10.211 8.185 9.193
C 10.764 7.564 7.911
O 11.481 8.474 7.097
H 10.037 7.387 9.830
H 9.358 8.804 8.897
H 10.890 8.879 9.631
H 9.982 7.031 7.345
H 11.461 6.790 8.130
H 11.531 8.167 6.167
C 12.641 10.708 11.058
C 11.806 11.957 10.910
O 12.090 12.795 12.028
H 12.370 9.932 10.314
H 12.524 10.360 12.123
H 13.693 10.953 10.927
H 10.720 11.632 10.840
H 12.098 12.423 9.957
H 11.708 13.626 11.794
C 16.685 10.285 8.512
C 17.439 11.602 8.134
O 16.871 12.191 6.928
H 17.148 9.848 9.379
H 16.634 9.593 7.652
H 15.576 10.489 8.666
H 18.516 11.347 8.060
H 17.373 12.176 9.018
H 16.784 13.153 7.022
C 7.283 13.011 10.312
C 7.963 14.177 11.059
O 7.198 14.591 12.212
H 6.325 13.363 9.919
H 7.113 12.230 11.098
H 7.869 12.401 9.633
H 8.002 15.086 10.476
H 9.036 13.967 11.391
H 7.212 13.821 12.805
C 16.704 9.194 14.973
C 16.288 9.615 13.552
O 14.980 9.144 13.171
H 15.964 9.601 15.678
H 17.715 9.487 15.233
H 16.625 8.117 15.045
H 17.010 9.125 12.902
H 16.329 10.695 13.392
H 14.352 9.588 13.789
C 9.287 13.699 15.952
C 10.546 13.744 15.072
O 11.042 12.469 14.709
H 8.945 14.741 16.075
H 9.499 13.307 16.933
H 8.437 13.078 15.586
H 11.326 14.295 15.608
H 10.372 14.299 14.116
H 11.307 12.459 13.784
C 14.543 14.735 8.718
C 15.602 15.748 8.459
O 16.600 15.222 7.597
H 14.204 14.306 7.789
H 13.790 15.282 9.344
H 15.042 13.937 9.266
H 16.028 16.111 9.395
H 15.157 16.686 8.032
H 17.472 15.648 7.619
C 12.446 8.191 15.451
C 12.716 9.522 16.138
O 13.071 10.439 15.091
H 11.990 7.448 16.176
H 13.308 7.782 14.956
H 11.736 8.251 14.613
H 13.467 9.427 16.888
H 11.755 9.805 16.582
H 12.484 11.265 15.110
C 9.200 9.344 12.900
C 8.595 10.450 13.791
O 8.208 11.532 13.422
C 8.631 10.021 15.223
H 8.630 8.401 13.120
H 10.204 9.074 13.170
H 9.259 9.560 11.846
H 9.689 10.144 15.449
H 8.377 8.932 15.343
H 8.090 10.571 15.915
C 9.897 14.090 8.427
C 10.404 15.305 9.144
O 11.095 15.167 10.169
C 10.142 16.692 8.457
H 10.144 14.313 7.388
H 8.831 13.968 8.405
H 10.315 13.121 8.822
H 9.080 16.808 8.513
H 10.465 16.660 7.402
H 10.804 17.407 9.002
C 13.707 15.618 12.973
C 15.116 15.288 12.461
O 15.706 16.060 11.717
C 15.715 14.000 12.939
H 13.119 14.775 13.285
H 13.226 16.164 12.150
H 13.776 16.295 13.886
H 15.573 13.852 14.021
H 16.726 13.874 12.663
H 15.126 13.126 12.546
C 13.575 7.179 10.554
C 13.009 5.952 11.121
O 11.872 5.639 10.878
C 13.873 5.036 11.916
H 13.653 7.789 11.431
H 12.982 7.654 9.814
H 14.605 6.988 10.254
H 14.213 4.227 11.268
H 13.102 4.665 12.551
H 14.740 5.422 12.398
```

Mulliken atomic charge list, values in e, 5 entries:
1 C -0.7474
2 C 0.0585
3 O -0.1125
4 H 0.4813
5 H -0.1966

Record 2
This record from the OMol25 dataset describes a structure of composition C30H79CdCl2N5O11 at a distorted geometry. The level of theory is wB97M-V/def2-TZVPD.

Output
- Charge: 0
- Kohn-Sham gap: 8.6 eV
- Lowest unoccupied orbital energy: 0.51 eV
- E_tot: -91968.7444 eV

Geometry as XYZ:
```
128
C30H79CdCl2N5O11, DFT wB97M-V/def2-TZVPD
Cd -1.285 2.358 1.215
Cl -0.868 0.198 -0.126
Cl -1.513 4.487 2.419
C 4.311 -1.648 -5.153
O 4.241 -0.966 -3.935
C 3.000 -1.221 -3.250
C 2.830 -0.553 -1.841
N 3.728 -1.184 -0.858
C 3.531 -0.523 0.407
C 4.463 -1.064 1.543
O 4.234 -0.210 2.703
C 5.027 -0.525 3.791
H 3.748 -1.214 -5.979
H 3.928 -2.650 -4.957
H 5.351 -1.636 -5.479
H 2.936 -2.296 -3.078
H 2.246 -0.847 -3.943
H 1.795 -0.548 -1.500
H 3.089 0.482 -2.063
H 4.686 -1.121 -1.170
H 2.505 -0.514 0.776
H 3.774 0.534 0.301
H 5.517 -1.054 1.264
H 4.258 -2.086 1.863
H 4.911 -1.511 4.240
H 4.835 0.235 4.548
H 6.073 -0.414 3.506
C 4.564 2.778 -1.396
O 3.192 3.024 -1.088
C 2.976 3.860 0.049
C 1.485 3.995 0.511
N 1.000 2.590 0.939
C 1.440 2.298 2.266
C 0.837 1.057 2.883
O -0.560 1.350 3.079
C -0.886 1.658 4.452
H 5.109 2.305 -0.579
H 5.004 3.748 -1.629
H 4.637 2.082 -2.231
H 3.363 4.850 -0.192
H 3.584 3.577 0.908
H 0.899 4.347 -0.339
H 1.461 4.698 1.344
H 1.589 2.002 0.367
H 1.396 3.125 2.974
H 2.522 2.172 2.258
H 1.407 0.692 3.737
H 0.917 0.250 2.156
H -1.937 1.890 4.625
H -0.225 2.456 4.791
H -0.750 0.799 5.109
C -1.417 -6.922 -0.567
O -1.506 -5.742 -1.346
C -0.212 -5.303 -1.762
C -0.509 -3.866 -2.313
N -1.383 -3.916 -3.464
C -1.973 -2.624 -3.841
C -0.850 -1.768 -4.499
O -1.185 -0.476 -4.926
C -1.466 0.367 -3.843
H -0.716 -7.705 -0.857
H -2.380 -7.414 -0.428
H -1.142 -6.618 0.442
H 0.326 -5.988 -2.418
H 0.433 -5.196 -0.891
H 0.444 -3.378 -2.515
H -0.862 -3.263 -1.476
H -2.092 -4.590 -3.212
H -2.466 -2.147 -2.994
H -2.744 -2.793 -4.593
H -0.513 -2.267 -5.407
H 0.048 -1.667 -3.889
H -2.132 -0.030 -3.077
H -1.856 1.309 -4.230
H -0.501 0.550 -3.370
C -3.455 0.434 2.452
O -3.141 1.618 1.712
C -4.236 2.038 0.907
C -3.786 3.164 -0.009
N -2.412 2.953 -0.576
C -1.868 4.196 -1.234
C -2.683 4.770 -2.434
O -2.783 3.714 -3.427
C -3.565 4.187 -4.540
H -3.952 -0.333 1.857
H -4.057 0.595 3.346
H -2.519 -0.096 2.625
H -4.947 2.379 1.660
H -4.613 1.186 0.341
H -3.855 4.082 0.573
H -4.486 3.340 -0.825
H -2.523 2.300 -1.339
H -0.839 4.043 -1.560
H -1.917 5.021 -0.524
H -2.192 5.622 -2.904
H -3.636 5.189 -2.113
H -3.474 3.617 -5.465
H -3.296 5.180 -4.899
H -4.585 4.242 -4.159
C -0.580 -3.132 2.405
C 0.860 -2.995 1.918
C 1.816 -4.201 2.253
O 1.890 -4.513 3.600
C 2.614 -3.576 4.439
N 0.922 -2.723 0.459
H -1.047 -4.005 1.950
H -1.213 -2.256 2.271
H -0.572 -3.267 3.487
H 1.277 -2.068 2.313
H 2.779 -3.846 1.884
H 1.549 -5.087 1.677
H 2.047 -2.648 4.514
H 3.632 -3.378 4.103
H 2.654 -4.022 5.433
H 1.828 -2.460 0.097
H 0.377 -1.906 0.224
C -4.867 5.677 4.112
O -4.501 4.286 3.848
H -5.933 5.893 4.173
H -4.392 5.986 5.044
H -4.576 6.291 3.259
H -3.717 4.349 3.298
C -3.802 -2.705 -0.107
O -3.690 -1.359 -0.392
H -3.495 -3.287 -0.976
H -3.152 -3.098 0.675
H -4.831 -2.987 0.118
H -2.779 -1.069 -0.306
```

Mulliken atomic charge list, values in e, 5 entries:
1 Cd 2.1826
2 Cl -1.1125
3 Cl -0.5967
4 C -0.7390
5 O -0.4094